{"formula": "C5H5N3", "method": "wB97M-V/def2-TZVPD", "de_lowest_kcal_mol": 94.9, "s_squared": 2.0478, "e_homo_ev": [-5.94, -8.40], "lumo_ev": [0.8, -2.3], "gap_ha": [0.2493, 0.2226], "spin_multiplicity": 3, "species": ["C", "C", "C", "C", "C", "N", "N", "N", "H", "H", "H", "H", "H"], "positions_angstrom": [[-1.8869, -0.5711, -1.0572], [-1.4420, 1.5729, 0.4482], [1.7498, 0.8727, -0.6886], [-1.6853, 0.3652, -0.3544], [-0.2027, 1.8247, 0.2200], [0.9734, 1.8983, -0.1948], [1.5952, -0.3797, -0.5697], [0.9735, -0.8673, 0.5111], [-1.7825, -1.5621, -1.3385], [-2.0905, 1.8103, 1.2004], [2.3831, 1.2017, -1.3908], [1.0090, -0.2919, 1.2556], [1.0904, -1.8236, 0.6161]], "forces_ev_per_a": [[0.2, -1.5, -0.5], [-1.1, -4.6, -3.2], [-3.7, 2.3, 0.8], [-1.1, 3.3, 2.6], [2.1, 2.7, 1.4], [2.5, -1.1, 0.0], [1.0, -2.7, 0.5], [-0.7, 0.0, -3.6], [-0.2, -1.1, -0.9], [-1.7, 1.4, 1.7], [2.7, 1.0, -2.4], [-0.3, 1.9, 3.3], [0.3, -1.7, 0.4]]}

---

{"formula": "C5H5N3", "method": "wB97M-V/def2-TZVPD", "e_homo_ev": -19.91, "smiles": "C=[N+]=C[C@@]1(C#[NH+])C=N1", "total_charge": 2, "lumo_ev": -9.6, "gap_ha": 0.3796, "spin_multiplicity": 1, "species": ["C", "N", "C", "C", "C", "N", "C", "N", "H", "H", "H", "H", "H"], "positions_angstrom": [[-2.4450, 0.6103, 0.3917], [-1.2428, 0.7657, 0.1850], [-0.0068, 0.9398, 0.2097], [1.0407, -0.0565, -0.4538], [2.6344, -0.1979, -0.8037], [3.5475, -0.3447, -1.4697], [0.6051, -1.3819, 0.0793], [0.4338, -1.2477, -1.1655], [-3.2259, 0.9527, -0.2490], [-2.7957, 0.0491, 1.2479], [0.5307, 1.8625, 0.5609], [4.4602, -0.2808, -2.0193], [0.3611, -1.9987, 1.0410]], "forces_ev_per_a": [[-1.4, -0.7, 0.6], [2.3, 0.2, -0.1], [3.8, 1.5, -1.8], [0.4, -1.9, 1.5], [-3.3, 2.1, -0.2], [1.4, 0.4, -0.2], [-0.8, -1.4, -0.5], [-0.3, -0.6, 1.9], [-0.2, 0.5, -0.9], [0.2, -0.1, 0.5], [-1.3, -0.6, 0.3], [-1.5, -0.4, 0.9], [0.7, 1.0, -2.0]]}

---

{"formula": "C5H5N3S", "method": "wB97M-V/def2-TZVPD", "de_lowest_kcal_mol": 122.9, "e_homo_ev": [-6.85, -6.83], "lumo_ev": [-0.4, -0.4], "gap_ha": [0.2374, 0.2369], "spin_multiplicity": 1, "species": ["C", "C", "C", "C", "C", "N", "N", "N", "S", "H", "H", "H", "H", "H"], "positions_angstrom": [[-2.8170, -0.6204, -0.0015], [-0.5877, -1.2149, 0.0790], [-0.7213, 0.9940, -0.0376], [1.7941, -1.7788, 0.0064], [1.3149, 2.3543, 0.0514], [-1.7895, -1.3608, 0.0317], [0.5028, -1.6768, -0.1432], [0.1406, 1.8418, 0.2182], [-2.4537, 1.1413, 0.0413], [-3.8438, -0.8158, -0.2925], [2.2661, -2.7194, -0.2118], [2.4870, -1.0092, 0.1776], [1.8948, 2.7833, 0.9368], [1.8128, 2.0816, -0.8559]], "forces_ev_per_a": [[0.3, 1.7, 0.0], [1.4, 1.9, 0.0], [-2.3, -0.7, 1.1], [-1.7, -0.8, -1.0], [-0.6, -0.5, 1.7], [-4.7, -1.6, -0.7], [4.4, -1.4, 1.0], [2.2, 0.8, -0.1], [1.2, 0.2, -0.5], [0.4, -0.7, 0.3], [-0.2, -0.5, -0.1], [0.3, 1.5, 0.3], [-1.1, -0.6, -1.4], [0.3, 0.6, -0.6]]}

---

{"formula": "C5H5NO", "method": "wB97M-V/def2-TZVPD", "de_lowest_kcal_mol": 60.4, "e_homo_ev": -9.22, "lumo_ev": -1.0, "gap_ha": 0.3023, "spin_multiplicity": 1, "species": ["C", "C", "C", "C", "C", "N", "O", "H", "H", "H", "H", "H"], "positions_angstrom": [[0.6751, 0.8525, -0.4902], [0.7452, 0.2445, -1.7974], [-0.1726, 0.1233, 0.3050], [-0.4595, -1.3808, -0.8525], [-0.4547, 0.1906, 1.7718], [0.1471, -0.9298, -1.9863], [-1.1935, -2.2567, -0.5631], [1.1481, 1.7876, -0.1751], [1.1238, 0.8227, -2.6454], [0.3984, -0.1364, 2.2323], [-1.3636, -0.4681, 2.1798], [-0.5940, 1.1505, 2.0210]], "forces_ev_per_a": [[-1.6, -0.5, 2.2], [-1.6, -1.5, -0.3], [1.3, -2.0, -2.0], [-0.5, 3.6, 2.5], [-3.2, -3.5, -1.9], [1.6, 1.2, -1.2], [0.5, -0.4, -0.4], [-0.1, -0.3, -0.5], [0.2, -0.6, 0.1], [2.2, -1.0, 1.4], [1.9, 1.4, -1.3], [-0.7, 3.6, 1.2]]}

---

{"formula": "C5H5NO", "method": "wB97M-V/def2-TZVPD", "de_lowest_kcal_mol": 75.5, "e_homo_ev": -8.97, "smiles": "CC1=CN=CC1=O", "lumo_ev": -1.5, "gap_ha": 0.2732, "spin_multiplicity": 1, "species": ["C", "C", "C", "N", "C", "C", "O", "H", "H", "H", "H", "H"], "positions_angstrom": [[-1.7928, -0.3787, 0.0697], [-0.3213, -0.2784, 0.0208], [0.8236, -1.1617, -0.2259], [2.0282, -0.4894, -0.1795], [1.8720, 0.7494, 0.2118], [0.3992, 1.0917, 0.0697], [-0.1940, 2.1579, -0.2949], [-1.9522, 0.1071, -0.7826], [-2.4495, -1.3417, -0.0078], [-2.1937, 0.2763, 0.8476], [1.0204, -2.1876, -0.1478], [2.7601, 1.4552, 0.4188]], "forces_ev_per_a": [[-0.6, -2.3, 2.4], [5.1, -3.5, -0.3], [-5.0, 3.4, 1.6], [1.7, 3.5, 1.4], [1.7, -0.4, -1.0], [-3.4, 2.3, -1.6], [2.9, -3.7, 1.8], [-1.7, 2.3, -3.8], [2.0, 1.3, 0.4], [0.0, -0.2, 0.1], [-0.9, -1.5, -0.4], [-1.7, -1.2, -0.6]]}

---

{"formula": "C5H5NO", "method": "wB97M-V/def2-TZVPD", "de_lowest_kcal_mol": 26.2, "e_homo_ev": -10.31, "smiles": "N#C/C=C\\CC=O", "lumo_ev": 0.4, "gap_ha": 0.3945, "spin_multiplicity": 1, "species": ["N", "C", "C", "C", "C", "C", "O", "H", "H", "H", "H", "H"], "positions_angstrom": [[-2.4246, -1.4782, -1.3747], [-1.9410, -0.4771, -1.0480], [-1.3396, 0.7650, -0.6485], [-0.0768, 0.8502, -0.2249], [0.8829, -0.2897, -0.0863], [1.3442, -0.4483, 1.3497], [0.8165, 0.1025, 2.2838], [-1.9743, 1.6443, -0.6971], [0.2941, 1.8286, 0.0716], [1.7688, -0.1381, -0.7191], [0.4348, -1.2407, -0.4066], [2.2149, -1.1186, 1.5000]], "forces_ev_per_a": [[0.5, 1.0, 0.3], [-0.4, -0.9, -0.3], [0.2, 0.1, 0.1], [-0.2, 0.0, -0.1], [-0.1, 0.0, 0.0], [-0.1, 0.1, 0.3], [0.3, -0.2, -0.4], [0.1, -0.1, 0.0], [-0.1, -0.1, 0.0], [-0.1, 0.0, 0.1], [0.1, 0.1, 0.1], [-0.1, 0.0, 0.0]]}

---

{"formula": "C5H5NO", "method": "wB97M-V/def2-TZVPD", "de_lowest_kcal_mol": 21.7, "e_homo_ev": -8.27, "smiles": "C=C1C=CNC1=O", "lumo_ev": -0.2, "gap_ha": 0.2963, "spin_multiplicity": 1, "species": ["C", "C", "C", "C", "N", "C", "O", "H", "H", "H", "H", "H"], "positions_angstrom": [[0.6116, -1.9454, 0.1283], [0.3039, -0.6236, 0.0009], [1.0578, 0.5716, -0.1764], [0.2646, 1.6495, -0.2015], [-1.0198, 1.2247, -0.1500], [-1.1306, -0.1711, 0.0596], [-2.2118, -0.7338, 0.3515], [-0.2072, -2.6997, 0.4215], [1.5628, -2.3949, -0.0221], [2.1931, 0.5563, -0.1425], [0.4305, 2.7205, -0.2426], [-1.8549, 1.8458, -0.0268]], "forces_ev_per_a": [[-2.3, 0.2, 0.4], [-1.0, -2.4, 0.2], [4.1, 0.5, 0.1], [0.6, -0.1, -0.1], [-3.8, -0.1, 0.4], [-2.6, 0.3, 1.4], [3.0, 1.1, -1.1], [1.1, 1.5, -0.7], [0.9, 0.1, 0.0], [-1.7, 0.3, -0.2], [0.4, -0.3, -0.1], [1.4, -1.1, -0.2]]}

---

{"formula": "C5H5NO", "method": "wB97M-V/def2-TZVPD", "de_lowest_kcal_mol": 127.4, "e_homo_ev": [-8.50, -8.50], "lumo_ev": [-0.5, -0.5], "gap_ha": [0.2924, 0.2924], "spin_multiplicity": 1, "species": ["O", "C", "C", "C", "C", "C", "N", "H", "H", "H", "H", "H"], "positions_angstrom": [[-0.0721, -1.6194, 1.9037], [-0.4375, -1.0043, 1.0083], [-0.8227, -0.3102, -0.1000], [-0.8088, 1.2229, -0.3439], [0.4040, 0.5083, -0.7134], [1.4734, 0.7231, 0.2183], [2.3698, 0.9280, 0.9318], [0.9035, -1.9608, -0.5815], [-1.3566, -0.9338, -0.8132], [-0.8096, 1.9305, 0.4803], [-1.5397, 1.4236, -1.1266], [0.9672, -1.3520, -1.0302]], "forces_ev_per_a": [[-0.4, 0.7, -1.1], [0.0, 0.1, 1.2], [-0.1, -0.2, 0.0], [-0.1, 0.2, 0.1], [0.1, 0.6, -0.1], [0.6, 0.2, 0.5], [-0.8, -0.3, -0.6], [0.5, -0.3, -0.5], [0.0, 0.0, 0.1], [-0.2, -0.2, 0.1], [0.1, 0.0, 0.2], [0.3, -0.8, 0.0]]}

---

{"formula": "C5H5NO", "method": "wB97M-V/def2-TZVPD", "de_lowest_kcal_mol": 78.5, "e_homo_ev": -9.64, "smiles": "N#C[C@@H]1C[C@@H]1C=O", "lumo_ev": 0.7, "gap_ha": 0.3798, "spin_multiplicity": 1, "species": ["N", "C", "C", "C", "C", "C", "O", "H", "H", "H", "H", "H"], "positions_angstrom": [[2.2442, -0.2399, -1.8823], [1.3851, -0.5648, -1.1789], [0.3207, -1.0054, -0.3079], [-1.0801, -0.5265, -0.5343], [-0.3137, -0.0131, 0.6524], [0.1318, 1.4463, 0.7753], [0.0676, 1.9122, 1.9180], [0.4493, -2.0198, 0.0601], [-1.2405, 0.1802, -1.3393], [-1.8845, -1.2374, -0.3669], [-0.5754, -0.4088, 1.6444], [0.4955, 2.4769, 0.5596]], "forces_ev_per_a": [[-0.8, -0.2, 0.7], [0.7, 0.2, -0.7], [0.2, 0.0, 0.0], [-0.1, 0.2, -0.1], [0.2, 0.6, -0.3], [0.0, 1.4, 2.7], [-0.9, -1.6, 2.3], [0.0, 0.2, 0.0], [0.0, -0.1, 0.0], [0.2, 0.2, 0.0], [0.2, 0.4, -0.5], [0.4, -1.2, -4.1]]}

---

{"formula": "C5H5NO", "method": "wB97M-V/def2-TZVPD", "de_lowest_kcal_mol": 64.6, "e_homo_ev": -10.18, "smiles": "N#CC1=CC[C@@H]1O", "lumo_ev": 0.4, "gap_ha": 0.3872, "spin_multiplicity": 1, "species": ["N", "C", "C", "C", "C", "C", "O", "H", "H", "H", "H", "H"], "positions_angstrom": [[2.2554, -1.2790, 2.3209], [1.6108, -0.8778, 1.4682], [0.7361, -0.4954, 0.4602], [0.6588, -0.6242, -0.8669], [-0.6505, 0.0658, -1.0850], [-0.7227, 0.2766, 0.4312], [-0.8280, 1.5825, 0.8578], [1.2493, -1.2142, -1.6652], [-0.4964, 1.1063, -1.5927], [-1.5710, -0.5890, -1.5031], [-1.5822, -0.2649, 1.0118], [-0.6597, 2.3132, 0.1628]], "forces_ev_per_a": [[0.7, -0.2, 0.9], [-0.1, -0.3, -0.1], [-2.6, 1.7, -1.1], [0.9, -1.9, -1.8], [-1.6, 0.3, -1.2], [-0.2, -1.1, 1.3], [0.3, 2.4, -0.7], [-0.7, 1.1, 1.6], [-0.7, -2.0, 0.4], [2.3, 1.7, 0.5], [1.8, 0.5, -1.2], [-0.1, -2.3, 1.4]]}